[1]
DFT (ωB97M-V with the def2-TZVPD basis set) results for a cluster of 5 separate species, C2H16NO4 in total at a distorted geometry.

Last column: Löwdin charge in e.
Geometry (Å):
C -0.59370 0.37877 1.17442  -0.07
N -0.15464 -0.99348 0.91172  -0.05
C -1.30204 -1.79469 0.41672  -0.08
H 0.26428 1.01142 1.53103  0.11
H -1.10444 0.88164 0.32208  0.09
H -1.37500 0.44129 1.91208  0.09
H 0.28192 -1.57404 1.75904  0.24
H 0.49645 -1.17645 0.06778  0.14
H -1.02477 -2.58714 -0.30791  0.10
H -1.91189 -1.27389 -0.36176  0.10
H -2.05744 -2.16532 1.20570  0.13
H -0.28378 1.94495 -2.49669  0.02
H -1.44529 2.41388 -1.78094  0.07
O -0.57731 1.99846 -1.61120  -0.04
H -1.38392 3.13144 2.57672  0.00
H -0.16110 3.59282 2.76310  0.00
O -0.55003 2.92610 2.32849  0.05
H 3.63454 -1.50758 -0.23221  0.10
H 2.49788 -1.67137 -1.37382  0.00
O 2.65469 -1.54232 -0.45196  -0.07
H 0.88292 -1.66798 -3.04108  0.10
H -0.13642 -0.70730 -2.57988  -0.04
O 0.38303 -1.33680 -2.25186  0.01

HOMO level (eV): -14.87
Gap between HOMO and LUMO (eV): 12.09
LUMO (Ha): -0.1021
Net charge: +1

---

[2]
DFT (ωB97M-V with the def2-TZVPD basis set) results for a cluster of 7 separate species, C12H22Cl16 in total at a distorted geometry.

Last column: Löwdin charge in e.
Geometry (Å):
Cl -4.51607 0.95061 -2.79282  0.54
C -5.62704 -0.10145 -1.97179  -1.48
Cl -6.95324 0.79654 -1.10427  0.49
Cl -4.69377 -1.13162 -0.81078  0.50
H -6.03199 -0.78759 -2.71564  0.02
Cl -1.26665 -1.16649 -2.80009  0.56
C -1.06554 -0.65514 -1.14138  -1.53
Cl -1.07519 1.15269 -0.94282  0.50
Cl 0.30265 -1.38958 -0.33625  0.56
H -1.88032 -0.99475 -0.50192  -0.07
Cl 2.41286 2.01287 -1.04496  0.57
C 3.10044 1.44197 -2.51344  -0.69
C 2.95571 -0.10771 -2.72617  -0.70
Cl 3.51984 -0.63867 -4.29378  0.57
H 4.15025 1.73520 -2.50903  0.06
H 2.64391 2.15893 -3.19583  0.06
H 1.91396 -0.41235 -2.62592  0.02
H 3.34438 -0.71442 -1.90828  0.00
Cl -0.33869 6.21006 -0.14255  0.50
C -2.14883 6.03370 -0.25388  -0.61
C -2.51101 4.91768 -1.20005  -0.72
Cl -4.18080 4.81616 -1.71232  0.57
H -2.51573 7.01088 -0.56789  0.07
H -2.42413 5.84712 0.78415  0.06
H -2.10761 3.93931 -0.93897  0.04
H -2.02896 5.14900 -2.14990  0.06
Cl 1.32807 -0.72662 3.41971  0.57
C 1.35018 0.98224 2.93102  -0.63
C -0.07642 1.52991 2.67685  -0.66
Cl -0.06080 3.21679 2.15717  0.55
H 2.03444 1.04751 2.08507  0.05
H 1.71052 1.57711 3.77030  0.07
H -0.57619 1.71769 3.62715  0.06
H -0.59510 0.94370 1.91829  0.02
Cl 2.96226 -4.63014 1.69312  0.56
C 3.40575 -2.93322 1.40872  -0.70
C 4.75642 -2.81705 0.68383  -0.57
Cl 4.92025 -1.07256 0.13967  0.55
H 3.39246 -2.34492 2.32624  0.03
H 2.60933 -2.51790 0.79122  0.01
H 4.88901 -3.40113 -0.22687  0.07
H 5.55284 -3.05509 1.38892  0.07
Cl -1.68179 -4.26891 -0.64357  0.56
C -1.63558 -4.77910 1.04779  -0.67
C -0.91344 -3.80777 1.98912  -0.60
Cl -1.97048 -2.33033 2.16457  0.51
H -1.08386 -5.71914 1.04432  0.07
H -2.63145 -5.05087 1.39779  0.07
H -0.09841 -3.38257 1.40343  -0.02
H -0.56658 -4.25049 2.92281  0.09

Structure (SMILES): ClC(Cl)Cl.ClC(Cl)Cl.ClCCCl.ClCCCl.ClCCCl.ClCCCl.ClCCCl
HOMO level (eV): -10.45
Gap between HOMO and LUMO (eV): 10.86
LUMO (Ha): 0.0149
Net charge: 0

---

[3]
DFT (ωB97M-V with the def2-TZVPD basis set) results for a cluster of 3 separate species, C4H13NO2 in total at a distorted geometry.

Last column: Löwdin charge in e.
Geometry (Å):
C 2.30957 0.79904 -0.46253  0.01
C 1.64015 -0.31122 -0.71195  -0.45
C 2.07478 -1.73867 -0.25296  -0.04
N 0.56692 -0.30411 -1.67043  -0.07
C -0.80316 -0.18973 -1.06252  -0.09
H 3.24360 0.67887 0.13643  0.07
H 1.70915 1.71287 -0.45092  0.06
H 1.49901 -2.42909 -0.88234  0.07
H 3.11373 -1.80204 -0.59605  0.07
H 1.92806 -1.80125 0.81959  0.06
H 0.72239 0.56655 -2.16207  0.09
H -0.89006 -0.69699 -0.11417  0.06
H -1.12066 0.87008 -0.99446  0.07
H -1.43495 -0.44323 -1.91559  0.07
O -3.38148 1.74704 0.49585  -0.06
H -4.33147 1.80261 0.61776  0.03
H -3.06085 1.10760 1.14348  0.00
O -1.60705 0.15119 2.47570  -0.05
H -1.10738 -0.60855 2.80087  0.05
H -1.07029 0.88900 2.78630  0.05

Structure (SMILES): C=C(C)NC.O.O
HOMO level (eV): -8.63
Gap between HOMO and LUMO (eV): 9.09
LUMO (Ha): 0.0169
Net charge: 0

---

[4]
DFT (ωB97M-V with the def2-TZVPD basis set) results for the ion C3H8ClN2S with charge +1 at a distorted geometry.

Last column: Löwdin charge in e.
Geometry (Å):
C -0.50120 -2.10814 -0.08961  -0.10
N -0.78068 -0.72327 -0.08223  -0.09
C 0.18533 0.16883 0.35989  -0.50
C -0.03879 1.54326 0.37560  -0.15
N -0.73353 2.36974 -0.33074  0.23
S 1.94182 0.05901 -0.79789  0.42
Cl 3.46536 -0.32513 0.42681  0.14
H -1.32182 -2.51818 0.32908  0.06
H 0.31762 -2.42081 0.53408  0.10
H -0.32788 -2.52172 -1.11586  0.12
H -1.30417 -0.54097 -0.92429  0.13
H 0.55646 -0.18711 1.26962  0.10
H 0.58708 1.93420 1.19761  0.17
H -1.45405 1.94778 -1.07589  0.23
H -0.59156 3.32252 -0.07617  0.14

Structure (SMILES): CN[C@H](C=[NH2+])SCl
HOMO level (eV): -13.01
Gap between HOMO and LUMO (eV): 7.51
LUMO (Ha): -0.2019
Net charge: +1

---

[5]
DFT (ωB97M-V with the def2-TZVPD basis set) results for a structure of composition C52H86I2NO2PS2 at a distorted geometry.

Last column: Löwdin charge in e.
Geometry (Å):
C 0.33884 4.40769 4.81826  -0.13
C -0.50599 4.04233 3.58828  -0.28
C -2.04841 3.89979 3.81810  -0.17
C -2.57767 4.33302 5.19622  -0.20
C -2.52044 3.25869 6.30581  -0.15
C -3.70389 2.22079 6.34923  -0.11
C -4.58437 2.16145 5.12836  -0.17
C -5.64725 3.02523 4.94516  -0.03
C -6.46563 2.99776 3.85011  -0.06
C -6.27888 2.08232 2.82220  -0.29
P -7.37748 2.10958 1.34541  0.98
C -6.25901 2.03241 -0.15154  -0.27
C -8.17143 3.79695 1.25255  -0.42
C -9.32144 3.82507 2.31017  -0.19
C -5.23546 1.18364 3.00581  -0.09
C -4.41410 1.21881 4.12759  -0.04
C -3.33589 0.15309 4.17919  -0.21
O -2.98436 -0.40646 5.19911  0.12
C -2.72841 -0.23032 2.83722  -0.04
C -3.53747 -0.22490 1.71445  -0.07
C -3.08746 -0.52122 0.45217  0.05
C -1.75187 -0.83520 0.28743  -0.21
C -1.12745 -1.13453 -1.05915  -0.14
C -0.99771 0.08327 -2.01645  -0.23
C -0.62532 1.42245 -1.34831  -0.43
S 0.87949 2.11960 -2.16120  0.89
C 0.78593 3.86949 -1.91285  -1.11
S 1.23372 4.80103 -3.17297  0.72
N 0.32329 4.40168 -0.66222  -0.19
C -0.69944 5.44551 -1.00391  -0.29
C -1.69128 5.68940 0.14494  -0.09
C 1.40695 5.11511 0.04373  -0.25
C 2.21607 4.19375 0.99371  -0.06
C -0.94577 -0.87780 1.40674  0.01
C -1.39008 -0.59549 2.68139  -0.22
C -0.41233 -0.70698 3.81189  -0.72
I 1.09537 0.75857 4.06669  0.94
C -0.48349 -1.75783 4.63357  -0.79
C -1.50538 -2.86268 4.51544  -0.14
I 0.91355 -2.02143 6.22934  0.80
C -4.99066 0.12635 1.96429  -0.29
O -5.87685 -0.45928 1.36624  0.09
H 0.07234 5.43055 5.11788  0.07
H 0.22483 3.73316 5.66758  0.05
H 1.38990 4.47694 4.50553  0.07
H -0.33927 4.77053 2.79013  0.07
H -0.15668 3.09109 3.17441  -0.01
H -2.34226 2.87617 3.56436  0.09
H -2.53735 4.54850 3.07571  0.10
H -3.61469 4.66001 5.04615  0.10
H -2.06488 5.22139 5.58333  0.10
H -2.55143 3.80509 7.25893  0.11
H -1.56470 2.72222 6.32528  0.10
H -4.33693 2.48705 7.20669  0.12
H -3.28630 1.24834 6.60659  0.10
H -5.82185 3.78310 5.70841  0.13
H -7.25512 3.74090 3.79866  0.09
H -6.36719 1.04119 -0.59752  0.02
H -5.21615 2.24535 0.11527  0.04
H -6.57149 2.75640 -0.91177  0.03
H -8.58050 3.97813 0.25690  0.07
H -7.42841 4.57815 1.46866  0.07
H -9.13118 4.56311 3.09653  0.06
H -9.40355 2.85742 2.82176  0.05
H -10.28333 4.01440 1.82727  0.06
H -3.77304 -0.48881 -0.39175  0.14
H -1.77982 -1.87108 -1.55120  0.11
H -0.17265 -1.64819 -0.90160  0.11
H -1.91789 0.14702 -2.60317  0.11
H -0.18246 -0.16488 -2.71116  0.07
H -0.38024 1.34366 -0.28856  0.07
H -1.42507 2.14126 -1.54023  0.08
H -1.27701 5.15244 -1.88481  0.10
H -0.21641 6.40948 -1.21592  0.10
H -1.20228 6.27030 0.93594  0.06
H -2.50692 6.31896 -0.23254  0.08
H -2.11298 4.76235 0.54383  0.07
H 2.12427 5.59720 -0.63610  0.10
H 0.98917 5.91067 0.66807  0.11
H 1.76347 4.21100 1.98927  0.04
H 3.22273 4.62411 1.07387  0.07
H 2.31019 3.17378 0.61118  0.07
H 0.10221 -1.13456 1.25479  0.13
H -0.99092 -3.74763 4.12314  0.09
H -2.34416 -2.57233 3.88168  0.07
H -1.93167 -3.06997 5.50194  0.07
C 0.36590 -7.86920 -3.22535  -0.11
C 1.27475 -6.66732 -3.46559  -0.27
C 0.89982 -5.44886 -2.62368  -0.23
C -0.49268 -4.87779 -2.89725  -0.22
C -0.75167 -4.45600 -4.34246  -0.26
C 0.16643 -3.33349 -4.81670  -0.10
H -0.66787 -7.65636 -3.50245  0.07
H 0.69574 -8.72074 -3.82322  0.07
H 0.38483 -8.16946 -2.17534  0.06
H 1.27346 -6.41378 -4.52928  0.10
H 2.30261 -6.95219 -3.22188  0.09
H 1.65089 -4.66839 -2.77856  0.10
H 0.96160 -5.71693 -1.56375  0.10
H -0.64428 -4.01194 -2.24365  0.09
H -1.25082 -5.60906 -2.60209  0.10
H -1.78823 -4.11635 -4.42307  0.10
H -0.65929 -5.31470 -5.01289  0.10
H 0.05556 -2.44778 -4.18595  0.06
H -0.07821 -3.04798 -5.84102  0.07
H 1.21485 -3.63518 -4.80226  0.07
C 5.73151 5.72397 -2.70269  -0.11
C 4.83793 5.73148 -3.93899  -0.27
C 5.18239 4.63212 -4.94195  -0.23
C 6.58633 4.72206 -5.54367  -0.23
C 6.89990 6.03257 -6.26390  -0.27
C 6.00247 6.28845 -7.47069  -0.11
H 6.77666 5.90890 -2.95693  0.06
H 5.42187 6.50452 -2.00488  0.07
H 5.66885 4.76491 -2.18321  0.07
H 4.88179 6.71387 -4.41808  0.10
H 3.80181 5.59361 -3.62053  0.03
H 4.44003 4.64267 -5.74509  0.10
H 5.07780 3.65894 -4.45148  0.11
H 6.71471 3.89194 -6.24625  0.11
H 7.33123 4.56394 -4.75816  0.10
H 7.93931 6.00063 -6.60247  0.10
H 6.83107 6.87483 -5.56987  0.10
H 6.09069 5.47955 -8.19912  0.07
H 6.28653 7.21846 -7.96623  0.07
H 4.95381 6.37753 -7.18273  0.06
C 6.37637 -11.46932 0.03065  -0.11
C 5.11824 -10.93881 0.71089  -0.27
C 3.90071 -10.90188 -0.21182  -0.23
C 4.03813 -9.98269 -1.42695  -0.23
C 4.33829 -8.52017 -1.10255  -0.27
C 3.23595 -7.84328 -0.29448  -0.10
H 6.68568 -10.83329 -0.80034  0.06
H 7.20514 -11.50673 0.73965  0.07
H 6.21582 -12.47971 -0.35147  0.07
H 5.31476 -9.94539 1.12356  0.10
H 4.88487 -11.58192 1.56393  0.10
H 3.02444 -10.60552 0.37204  0.10
H 3.69371 -11.91634 -0.56749  0.11
H 3.10945 -10.03406 -2.00559  0.11
H 4.82115 -10.36566 -2.08784  0.10
H 4.46550 -7.97693 -2.04351  0.10
H 5.28959 -8.43436 -0.57027  0.10
H 2.28560 -7.87802 -0.83138  0.05
H 3.48536 -6.79522 -0.11809  0.07
H 3.09820 -8.31687 0.67887  0.07

HOMO level (eV): -7.93
Gap between HOMO and LUMO (eV): 7.23
LUMO (Ha): -0.0257
Net charge: 0

---

[6]
DFT (ωB97M-V with the def2-TZVPD basis set) results for the molecule C4H5NO2 at a distorted geometry.

Last column: Löwdin charge in e.
Geometry (Å):
O 1.37418 -0.00434 1.27573  0.05
C 1.32977 -0.33962 0.00265  -0.46
C 0.10067 -1.03721 0.25364  0.11
C -1.14530 -0.24848 0.40230  -0.21
N -1.11691 1.13271 0.00448  0.07
C -0.14740 1.44167 -0.75187  -0.24
O 0.90971 0.67401 -1.08117  -0.01
H 2.21468 -0.81335 -0.42036  0.15
H -0.01495 -2.12331 0.22931  0.14
H -1.94584 -0.75676 -0.15990  0.14
H -1.42629 -0.36008 1.45356  0.13
H -0.13233 2.43475 -1.20839  0.13

HOMO level (alpha / beta) (eV): -9.80 / -9.80
Gap between HOMO and LUMO (alpha / beta) (eV): 9.22 / 9.22
LUMO (alpha / beta) (Ha): -0.0213 / -0.0213
Net charge: 0

---

[7]
DFT (ωB97M-V with the def2-TZVPD basis set) results for the ion C3H4N3O2 with charge +1 at a distorted geometry.

Last column: Löwdin charge in e.
Geometry (Å):
C 0.13491 -0.20880 0.01403  -0.34
C -0.69129 2.07827 0.16074  -0.30
C 1.45363 -0.22512 0.12576  0.14
N -0.47047 -3.63739 -0.26244  0.44
N -0.60529 -1.42024 0.45836  0.25
N -0.75520 0.76220 -0.31208  0.07
O -1.63324 2.78924 0.12246  0.14
O -0.47960 -2.53795 0.05882  -0.02
H 0.41953 2.35226 0.22557  0.17
H 2.13515 -0.96881 0.62261  0.11
H 2.12508 0.56322 -0.30790  0.12
H -1.63320 0.45312 -0.90593  0.23

HOMO level (alpha / beta) (eV): -14.50 / -14.58
Gap between HOMO and LUMO (alpha / beta) (eV): 6.65 / 7.27
LUMO (alpha / beta) (Ha): -0.2885 / -0.2686
Net charge: +1

---

[8]
DFT (ωB97M-V with the def2-TZVPD basis set) results for a structure of composition C4H8NS at a distorted geometry.

Last column: Löwdin charge in e.
Geometry (Å):
C -0.44783 -0.34630 0.18578  -0.27
C -1.63518 -0.54945 0.79178  0.14
C 0.43388 0.89714 0.62757  -0.20
C 0.03383 -1.32672 -0.80696  0.02
N 0.87683 -1.20073 -1.81385  0.25
S 0.03578 2.81225 1.92251  0.56
H -2.40120 -1.35998 0.60380  0.12
H -1.90589 0.06079 1.71723  0.12
H 1.28739 0.73987 1.24091  0.02
H 1.02117 1.34838 -0.20078  0.05
H -0.54594 -2.17962 -0.91570  0.13
H 0.70070 3.42673 0.92422  -0.21
H 1.43480 -0.34584 -1.92672  0.16
H 1.11166 -1.97652 -2.34978  0.12

HOMO level (eV): -12.84
Gap between HOMO and LUMO (eV): 6.98
LUMO (Ha): -0.2153
Net charge: +1